Entry 1:
Molecular formula: C21H20BF3O3
Method: DFT, the ωB97M-V functional and the def2-TZVPD basis

XYZ file:
```
48
Properties=species:S:1:pos:R:3:forces:R:3
C -5.65261 3.30450 -0.84483 0.0 -0.4 0.0
O -5.62090 1.85952 -0.86704 1.0 0.1 0.0
C -4.39225 1.28044 -0.85029 0.0 -0.1 0.0
C -4.34191 -0.14059 -0.82907 -0.2 0.7 0.0
C -3.12618 -0.77807 -0.76106 0.4 0.0 0.0
C -1.89943 -0.05050 -0.74781 -0.4 0.3 0.0
C -0.65357 -0.74172 -0.70567 0.0 0.1 -0.2
C 0.57383 -0.09403 -0.81798 0.4 0.0 0.0
C 1.80292 -0.74250 -0.80077 -0.8 0.2 0.0
C 3.05266 -0.05758 -0.85670 0.8 0.5 -0.1
C 4.27345 -0.79547 -0.89478 -0.5 0.1 0.1
C 5.49618 -0.16906 -0.89788 0.2 0.8 0.0
C 5.55966 1.25133 -0.87448 -0.1 0.0 0.1
O 6.79843 1.80653 -0.85341 -0.9 0.1 0.0
C 6.86961 3.24881 -0.83246 -0.1 -0.4 0.0
C 4.36214 2.01671 -0.86267 0.3 -0.2 0.0
C 3.14072 1.36650 -0.85954 0.2 -0.5 0.0
C -1.97465 1.37200 -0.80298 -0.2 -0.3 0.0
C -3.18749 2.03226 -0.85707 -0.2 -0.1 0.0
H -6.70822 3.56815 -0.83503 0.1 0.0 0.0
H -5.15358 3.68494 0.05625 -0.2 -0.1 -0.2
H -5.16469 3.71335 -1.73938 -0.2 -0.1 0.2
H -5.28113 -0.69176 -0.86985 0.3 0.1 0.1
H -3.07757 -1.86848 -0.73382 -0.1 0.3 0.1
H -0.66879 -1.83246 -0.62554 0.0 0.2 0.1
H 0.57095 0.99111 -0.93693 0.0 -0.5 0.1
H 1.81225 -1.83505 -0.73926 0.0 0.3 0.1
H 4.21932 -1.88555 -0.91348 0.0 0.3 0.1
H 6.43327 -0.72562 -0.91121 -0.3 0.1 0.0
H 7.93318 3.47991 -0.82143 -0.2 0.0 0.0
H 6.39491 3.66931 -1.72867 0.2 -0.1 0.2
H 6.38179 3.64549 0.06758 0.2 -0.1 -0.2
H 4.39994 3.11139 -0.84752 -0.1 -0.6 0.0
H 2.23504 1.97374 -0.84386 0.3 -0.2 0.0
H -1.06567 1.97406 -0.80585 -0.3 -0.2 0.0
H -3.21053 3.12586 -0.90889 0.1 -0.6 0.1
F -0.49073 -5.52030 2.86462 0.8 -1.0 -0.3
B -0.42443 -4.51481 1.90756 -2.3 2.1 1.4
F 0.78364 -3.81854 1.86606 1.2 -0.4 -0.5
F -0.92038 -4.86758 0.65223 0.7 -0.9 -0.9
C -1.53012 -3.41475 2.43782 0.4 1.5 0.2
C -1.31786 -2.08099 2.75317 -0.7 -1.8 -0.5
O -2.49130 -1.46466 3.13933 -0.7 -0.4 0.1
C -3.46668 -2.44299 3.08205 0.8 -1.0 -0.5
C -2.93443 -3.64102 2.65189 0.1 1.7 0.4
H -0.39715 -1.51258 2.74316 -0.3 0.2 0.2
H -4.48957 -2.21589 3.35367 0.3 0.5 0.1
H -3.45207 -4.57333 2.50183 -0.1 0.0 0.1
```
Forces are in eV/Å.

As for the HOMO-LUMO gap: 4.014 eV. The charge is 0. The multiplicity is 1.

Entry 2:
Molecular formula: C21H20BrCl5NO3Rh
Method: DFT, the ωB97M-V functional and the def2-TZVPD basis

XYZ file:
```
52
Properties=species:S:1:pos:R:3:forces:R:3
Rh 2.17522 1.21268 -0.75166 1.4 -0.5 0.9
Cl 8.94667 1.92451 -3.02312 0.2 0.0 -0.2
C 7.55550 1.51459 -2.11341 -0.3 -0.1 0.0
C 6.31323 1.39939 -2.73728 0.3 0.0 0.3
Cl 6.17274 1.60115 -4.43353 0.0 0.0 -0.2
C 5.18510 1.14244 -1.97772 0.5 0.1 0.9
Cl 3.65221 0.98674 -2.73254 -0.3 -0.1 -0.8
C 5.21550 1.04611 -0.55718 1.2 0.2 -1.0
O 4.17050 0.92174 0.15054 -1.9 -0.1 0.5
C 6.51424 1.10142 0.03276 -0.4 0.0 -0.4
Cl 6.62405 0.90613 1.72760 -0.1 0.0 0.3
C 7.64683 1.32549 -0.72940 -0.3 0.1 -0.2
Cl 9.17580 1.41525 0.03131 0.3 0.0 0.1
C -4.20095 2.05306 0.50684 0.0 -0.1 0.0
C -4.00083 0.89853 1.50763 -0.3 0.1 0.0
C -4.07314 1.40989 2.95167 0.1 -0.1 -0.2
C -5.13561 -0.10683 1.30600 0.2 0.1 0.0
C -2.64167 0.32432 1.17852 0.0 0.2 0.1
C -1.49179 1.02348 1.54797 0.4 -0.1 -0.1
C -0.26946 0.66246 1.03046 -0.2 0.7 0.7
Br 0.97622 3.16663 -1.40458 -0.5 0.7 -0.2
C -0.12655 -0.41399 0.08565 0.6 -0.1 -0.2
O 0.97993 -0.60483 -0.51632 -0.8 0.2 0.4
C -1.28048 -1.24858 -0.11194 -0.5 -0.3 -0.1
C -2.48607 -0.83390 0.40664 0.3 -0.4 -0.4
C -1.11761 -2.54596 -0.87782 0.0 -0.2 -0.1
C -0.01802 -3.35890 -0.17495 0.0 0.1 0.0
C -0.70423 -2.25185 -2.32419 0.1 0.1 0.1
C -2.39359 -3.39270 -0.90925 0.2 0.3 0.1
H -5.18290 2.50183 0.63660 -0.1 0.0 0.1
H -4.12986 1.67256 -0.51138 0.0 0.0 -0.1
H -3.44589 2.82559 0.63167 0.1 0.1 0.0
H -5.10087 1.66766 3.19244 -0.1 0.1 0.0
H -3.46571 2.29428 3.11289 0.1 0.1 0.0
H -3.74816 0.63435 3.63973 0.0 -0.1 0.2
H -6.07947 0.35253 1.58922 -0.1 0.0 0.0
H -4.98399 -0.98500 1.92714 -0.1 -0.2 0.1
H -5.21782 -0.40575 0.26487 0.0 -0.1 -0.1
H -1.54422 1.87529 2.20793 0.0 0.1 0.0
H -3.35241 -1.43108 0.18578 -0.1 -0.1 0.0
H 0.94150 -2.85942 -0.27101 0.1 -0.1 0.1
H 0.05910 -4.34751 -0.62018 0.0 -0.1 -0.1
H -0.24994 -3.47429 0.88255 0.0 -0.1 0.1
H 0.21299 -1.67355 -2.35235 0.0 0.0 -0.1
H -1.48370 -1.69340 -2.83559 -0.1 0.1 -0.1
H -0.54123 -3.18704 -2.85139 0.0 -0.1 -0.1
H -2.71981 -3.65340 0.09467 -0.1 -0.1 0.1
H -2.18336 -4.31402 -1.44681 0.0 -0.1 0.0
H -3.20138 -2.88541 -1.43213 -0.1 0.0 0.0
O 1.83774 2.52415 3.17374 0.0 0.2 0.2
C 1.31750 1.94728 2.32290 0.3 0.2 0.3
N 0.89814 1.33588 1.37003 -0.1 -0.6 -0.7
```
Forces are in eV/Å.

As for the expectation value of S²: 6.038. As for the HOMO-LUMO gap (alpha / beta): 7.817 / 4.562 eV. The charge is 0. The multiplicity is 5.

Entry 3:
Molecular formula: C21H20F5NP2RhSSe
Method: DFT, the ωB97M-V functional and the def2-TZVPD basis

XYZ file:
```
52
Properties=species:S:1:pos:R:3:forces:R:3
Rh 0.16977 -0.44078 -0.00967 0.0 -0.2 0.2
F 6.18490 0.59329 2.74298 0.0 0.0 0.0
C 4.88331 0.37967 2.63768 0.0 0.0 0.0
C 4.34092 -0.01603 1.42444 0.0 0.0 0.0
F 5.11416 -0.18103 0.35795 0.0 0.0 0.0
C 2.98035 -0.22779 1.34958 0.0 0.1 0.2
F 2.45491 -0.61281 0.14078 0.2 0.0 0.0
C 2.11668 -0.06022 2.42075 0.1 -0.1 -0.2
S 0.39301 -0.37217 2.28240 -0.2 0.2 0.3
C 2.68893 0.34087 3.62260 0.1 0.0 -0.1
F 1.92107 0.52245 4.69135 0.0 0.0 0.0
C 4.05408 0.55692 3.73663 0.0 0.0 -0.1
F 4.57211 0.94054 4.89232 0.0 0.0 0.0
C -2.98896 -1.29575 -1.07156 0.1 0.0 0.1
P -2.03700 -0.16690 -0.02170 -0.1 -0.1 -0.1
C -2.78399 -0.30793 1.62374 -0.1 0.1 -0.2
C -2.40759 1.47555 -0.68550 0.2 0.0 0.0
C -3.70400 1.91776 -0.91988 0.0 0.0 0.0
C -3.90687 3.14898 -1.52280 -0.1 0.0 0.0
C -2.82650 3.93524 -1.89738 0.1 0.0 0.0
C -1.53088 3.50802 -1.65267 0.0 0.1 0.1
C -1.32359 2.28056 -1.03575 0.0 -0.2 0.0
P 0.30977 1.67737 -0.55565 0.0 0.1 -0.1
C 1.49165 1.98118 -1.89079 -0.1 0.1 0.1
C 0.80079 2.76418 0.80890 0.1 -0.1 -0.1
H -4.05271 -1.10383 -0.92455 0.0 0.0 0.0
H -2.77369 -2.33165 -0.81140 0.0 0.0 0.0
H -2.70761 -1.13258 -2.10943 0.0 0.0 0.0
H -3.83956 -0.03546 1.56335 0.0 0.0 0.0
H -2.27884 0.34859 2.32925 0.0 0.0 0.0
H -2.70595 -1.33785 1.97275 0.0 0.0 0.0
H -4.55702 1.30441 -0.65771 0.0 0.0 0.0
H -4.91378 3.49392 -1.71399 0.0 0.0 0.0
H -2.99593 4.88741 -2.38086 0.0 0.0 0.0
H -0.69460 4.13495 -1.93657 0.0 0.0 0.0
H 1.07990 1.62289 -2.83353 0.0 0.0 0.0
H 2.41676 1.44491 -1.68147 0.0 0.0 0.0
H 1.70832 3.04889 -1.95999 0.0 0.0 0.0
H 0.67310 3.80061 0.49178 0.0 0.0 0.0
H 1.84632 2.59764 1.07045 0.0 0.0 0.0
H 0.18099 2.55970 1.67933 0.0 0.0 0.0
Se 0.28956 -1.29621 -2.27684 -0.2 0.2 -0.1
C 0.24248 -3.07599 -1.58217 0.1 -0.2 -0.3
C 0.70427 -4.11136 -2.39556 0.0 0.1 0.1
C 0.66976 -5.40689 -1.90993 0.0 0.1 -0.1
N 0.22491 -5.73300 -0.69774 0.0 -0.2 0.0
C -0.20481 -4.75161 0.07537 0.0 0.2 0.1
C -0.22506 -3.41692 -0.31812 0.1 0.1 0.0
H 1.08633 -3.91625 -3.38812 0.0 0.0 0.0
H 1.02348 -6.22379 -2.52839 0.0 0.0 0.0
H -0.56273 -5.02882 1.06138 0.0 0.0 0.0
H -0.60089 -2.68286 0.39396 -0.1 0.0 0.0
```
Forces are in eV/Å.

As for the HOMO-LUMO gap: 6.804 eV. The charge is +1. The multiplicity is 1. The energy above the lowest of the compared OMol25 structures with the same formula, charge and spin comes out at 0.0 kcal/mol.

Entry 4:
Molecular formula: C21H20N2O2S
Method: DFT, the ωB97M-V functional and the def2-TZVPD basis

XYZ file:
```
46
Properties=species:S:1:pos:R:3:forces:R:3
C 0.80885 -1.10010 2.12424 0.7 0.3 0.7
C 1.84013 -0.24220 2.36910 -0.6 -0.7 -0.1
C 3.17818 -0.72590 2.47313 2.8 -1.3 0.4
N 4.25482 -1.16698 2.63390 -2.5 1.1 -0.6
C 1.63798 1.11250 2.77110 -0.3 2.7 1.1
N 1.49360 2.20940 3.15776 0.4 -2.4 -1.0
C -0.58174 -0.70762 2.29246 -1.2 0.1 -0.4
C -1.07132 0.49435 1.74297 0.1 -0.2 0.2
C -2.41380 0.84105 1.88844 -0.1 -0.2 0.3
C -3.28438 0.01688 2.61867 0.3 -0.3 -0.2
C -2.80904 -1.19505 3.15192 0.1 0.3 0.0
C -1.47479 -1.56058 2.98128 0.4 0.4 -0.2
H 1.04273 -2.14941 1.93851 -0.1 0.3 0.0
H -0.38102 1.15938 1.21633 -0.4 -0.3 0.0
H -2.78038 1.77389 1.45465 0.1 -0.3 0.1
H -4.33832 0.29716 2.74788 0.5 -0.1 -0.1
H -3.47651 -1.84840 3.71925 0.2 0.2 -0.2
H -1.06530 -2.47303 3.42227 -0.3 0.2 -0.2
C -4.95626 1.61679 -4.44174 0.1 -0.7 0.7
O -4.90860 0.55344 -3.44593 0.1 0.4 -0.4
C -3.71327 0.15955 -2.92682 1.0 0.0 0.2
C -3.71649 -0.85268 -1.92732 -0.5 0.8 -0.7
C -2.54118 -1.26253 -1.34072 0.5 0.0 0.1
C -1.30528 -0.71048 -1.72137 -0.2 0.1 -0.4
C -0.04045 -1.25693 -1.11665 0.9 -0.4 0.6
C 1.16881 -0.53528 -1.34737 -0.8 -0.1 -0.3
S 2.64846 -1.20336 -0.81660 -0.8 1.4 -1.2
C 3.50671 -1.58625 -2.38268 0.5 -0.4 0.6
C 3.51133 0.37817 -0.55168 0.4 -0.6 0.4
O -0.05471 -2.29938 -0.41034 -0.3 0.8 -0.5
C -1.29657 0.27985 -2.72045 -0.2 -0.4 0.4
C -2.47524 0.71742 -3.32285 -0.6 -0.2 0.2
H -6.02497 1.72331 -4.64558 0.3 0.1 0.0
H -4.55038 2.55946 -4.04625 -0.1 -0.3 0.0
H -4.42293 1.33305 -5.36087 -0.1 0.0 0.3
H -4.66350 -1.28817 -1.62268 0.1 0.1 -0.1
H -2.56387 -2.03120 -0.56325 0.1 0.2 -0.3
H 1.25603 0.29742 -2.05637 0.1 -0.4 0.5
H 4.50394 -1.90918 -2.06359 0.0 -0.1 -0.4
H 2.96993 -2.38967 -2.89373 0.1 0.1 0.2
H 3.57093 -0.69433 -3.01182 -0.2 -0.2 0.2
H 4.48526 0.11301 -0.13025 0.0 0.4 0.0
H 3.61337 0.88268 -1.51564 -0.1 0.0 0.2
H 2.91309 0.96699 0.15063 0.2 -0.2 -0.2
H -0.35578 0.72160 -3.04305 -0.3 -0.1 0.0
H -2.43429 1.49477 -4.08713 0.0 -0.3 0.2
```
Forces are in eV/Å.

As for the HOMO-LUMO gap: 7.137 eV. The charge is 0. The multiplicity is 1. The energy above the lowest of the compared OMol25 structures with the same formula, charge and spin comes out at 60.1 kcal/mol.

The highest multiplicity belongs to which entry? C21H20BrCl5NO3Rh